Entry 1:
The molecule C4H7NO, computed with wB97M-V/def2-TZVPD.

As for the energy above the lowest of the compared OMol25 structures with the same formula, charge and spin: 160.9 kJ/mol. The value obtained for the total energy is -286.570347 hartree. Its SMILES is C[C@H]1CN1C=O. The orbital gap comes out at 10.96 eV. The value obtained for the HOMO energy is -9.95 eV.

Geometry as ORCA input:
```
! wB97M-V def2-TZVPD RIJCOSX def2/J DEFGRID3
* xyz 0 1
C 0.629 -1.150 1.260
C 0.241 0.092 0.501
C 0.794 0.402 -0.846
N -0.569 -0.059 -0.706
C -1.605 0.833 -0.976
O -1.533 1.771 -1.732
H -0.108 -1.394 2.032
H 1.599 -1.006 1.748
H 0.704 -2.000 0.575
H 0.006 0.964 1.113
H 0.928 1.442 -1.132
H 1.470 -0.309 -1.316
H -2.540 0.558 -0.457
*
```

Here are the natural (NBO) charges for atoms 1 to 8, given in e: C -0.62; C -0.05; C -0.25; N -0.46; C 0.54; O -0.56; H 0.22; H 0.22


Entry 2:
The molecule C4H7NO in a non-equilibrium geometry, computed with wB97M-V/def2-TZVPD.

As for the energy above the lowest of the compared OMol25 structures with the same formula, charge and spin: 289.5 kJ/mol. The value obtained for the total energy is -286.521378 hartree. Its SMILES is C[C@H]1CC(=O)N1. The orbital gap comes out at 10.39 eV. The value obtained for the HOMO energy is -9.72 eV.

Geometry as ORCA input:
```
! wB97M-V def2-TZVPD RIJCOSX def2/J DEFGRID3
* xyz 0 1
C -1.571 -0.388 0.381
C -0.251 -0.166 -0.273
C 0.656 1.055 -0.124
C 1.735 0.061 0.331
O 2.870 0.169 0.704
N 0.862 -1.088 0.171
H -1.831 -1.453 0.328
H -1.570 -0.094 1.431
H -2.304 0.194 -0.180
H -0.424 -0.391 -1.403
H 0.887 1.528 -1.084
H 0.333 1.804 0.598
H 0.606 -1.231 -0.880
*
```

Here are the natural (NBO) charges for atoms 1 to 8, given in e: C -0.62; C -0.04; C -0.54; C 0.70; O -0.52; N -0.69; H 0.23; H 0.22


Entry 3:
The molecule C4H7NO in a non-equilibrium geometry, computed with wB97M-V/def2-TZVPD.

As for the energy above the lowest of the compared OMol25 structures with the same formula, charge and spin: 410.3 kJ/mol. The value obtained for the total energy is -286.475389 hartree. Its SMILES is O=CC[C@H]1CN1. The orbital gap comes out at 9.47 eV. The value obtained for the HOMO energy is -9.09 eV.

Geometry as ORCA input:
```
! wB97M-V def2-TZVPD RIJCOSX def2/J DEFGRID3
* xyz 0 1
O -0.283 -2.186 0.592
C -1.324 -1.636 0.321
C -0.866 -0.212 0.721
C 0.566 0.257 0.347
C 0.891 0.630 -1.051
N 0.541 1.660 -0.079
H -1.825 -1.885 -0.668
H -1.038 -0.064 1.787
H -1.512 0.305 0.047
H 1.410 -0.059 0.969
H 0.152 0.465 -1.833
H 1.926 0.552 -1.384
H 1.361 2.173 0.232
*
```

Here are the natural (NBO) charges for atoms 1 to 8, given in e: O -0.50; C 0.38; C -0.46; C -0.08; C -0.26; N -0.59; H 0.14; H 0.23


Entry 4:
The molecule C4H7NO in a non-equilibrium geometry, computed with wB97M-V/def2-TZVPD.

As for the energy above the lowest of the compared OMol25 structures with the same formula, charge and spin: 225.1 kJ/mol. The value obtained for the total energy is -286.545903 hartree. Its SMILES is CO[C@@H](C)C#N. The orbital gap comes out at 11.20 eV. The value obtained for the HOMO energy is -10.43 eV.

Geometry as ORCA input:
```
! wB97M-V def2-TZVPD RIJCOSX def2/J DEFGRID3
* xyz 0 1
C 1.490 0.425 -0.866
O 0.633 1.028 0.027
C -0.478 0.296 0.689
C -1.448 -0.277 -0.283
C 0.120 -0.677 1.579
N 0.546 -1.512 2.250
H 1.559 -0.710 -0.731
H 2.603 0.816 -0.697
H 1.195 0.670 -1.941
H -1.009 1.034 1.461
H -1.818 0.626 -0.895
H -2.298 -0.618 0.334
H -1.096 -1.101 -0.927
*
```

Here are the natural (NBO) charges for atoms 1 to 8, given in e: C -0.26; O -0.54; C 0.00; C -0.63; C 0.25; N -0.30; H 0.18; H 0.20


Entry 5:
A structure of composition C4H7NO, computed with wB97M-V/def2-TZVPD.

As for the energy above the lowest of the compared OMol25 structures with the same formula, charge and spin: 454.2 kJ/mol. The value obtained for the total energy is -286.458648 hartree. The orbital gap comes out at 8.06 eV. The value obtained for the HOMO energy is -7.73 eV.

Geometry as ORCA input:
```
! wB97M-V def2-TZVPD RIJCOSX def2/J DEFGRID3
* xyz 0 1
C -1.662 0.505 -0.267
N -0.347 0.294 -0.355
C 0.404 -0.848 -0.321
C 1.698 -0.160 0.050
C 0.802 1.095 0.074
O 0.881 2.260 0.296
H -1.546 -0.940 1.115
H -1.983 1.519 -0.066
H -2.328 -0.165 -0.798
H 0.204 -1.746 -0.888
H -0.870 -1.397 1.079
H 2.112 -0.425 1.032
H 2.510 -0.132 -0.688
*
```

Here are the natural (NBO) charges for atoms 1 to 8, given in e: C -0.32; N -0.35; C -0.10; C -0.53; C 0.74; O -0.49; H -0.01; H 0.21


Entry 6:
The molecule C4H7NO in a non-equilibrium geometry, computed with wB97M-V/def2-TZVPD.

As for the energy above the lowest of the compared OMol25 structures with the same formula, charge and spin: 312.4 kJ/mol. The value obtained for the total energy is -286.512643 hartree. Its SMILES is CN1C[C@H]1C=O. The orbital gap comes out at 10.31 eV. The value obtained for the HOMO energy is -9.53 eV.

Geometry as ORCA input:
```
! wB97M-V def2-TZVPD RIJCOSX def2/J DEFGRID3
* xyz 0 1
C -0.337 1.774 -0.073
N -0.059 0.427 -0.616
C -0.998 -0.548 -0.154
C 0.331 -0.645 0.462
C 1.284 -1.677 0.008
O 2.427 -1.900 0.304
H -1.118 2.215 -0.709
H 0.555 2.405 -0.139
H -0.697 1.782 0.972
H -1.825 -0.237 0.467
H -1.229 -1.300 -0.911
H 0.770 0.106 1.089
H 0.896 -2.402 -0.698
*
```

Here are the natural (NBO) charges for atoms 1 to 8, given in e: C -0.44; N -0.34; C -0.24; C -0.25; C 0.43; O -0.50; H 0.21; H 0.21


Entry 7:
The molecule C4H7NO in a non-equilibrium geometry, computed with wB97M-V/def2-TZVPD.

As for the energy above the lowest of the compared OMol25 structures with the same formula, charge and spin: 422.6 kJ/mol. The value obtained for the total energy is -286.470698 hartree. Its SMILES is C=C1CCN1O. The orbital gap comes out at 9.37 eV. The value obtained for the HOMO energy is -8.35 eV.

Geometry as ORCA input:
```
! wB97M-V def2-TZVPD RIJCOSX def2/J DEFGRID3
* xyz 0 1
C 0.314 -0.842 -1.622
C 0.198 -0.014 -0.600
C -0.860 0.957 -0.208
C -0.711 0.482 1.178
N 0.902 0.075 0.606
O 1.521 -1.133 0.911
H -0.387 -0.760 -2.439
H 1.094 -1.587 -1.664
H -1.834 0.833 -0.645
H -0.582 2.012 -0.279
H -0.860 1.283 1.895
H -1.174 -0.413 1.576
H 2.380 -0.893 1.289
*
```

Here are the natural (NBO) charges for atoms 1 to 8, given in e: C -0.50; C 0.15; C -0.48; C -0.21; N -0.14; O -0.57; H 0.21; H 0.22


Entry 8:
The molecule C4H7NO, computed with wB97M-V/def2-TZVPD.

As for the energy above the lowest of the compared OMol25 structures with the same formula, charge and spin: 207.7 kJ/mol. The value obtained for the total energy is -286.552532 hartree. Its SMILES is C[C@H]1NCC1=O. The orbital gap comes out at 10.60 eV. The value obtained for the HOMO energy is -9.60 eV.

Geometry as ORCA input:
```
! wB97M-V def2-TZVPD RIJCOSX def2/J DEFGRID3
* xyz 0 1
C -1.568 -0.066 -0.489
C -0.455 -0.204 0.538
N 0.686 -1.064 0.056
C 1.419 0.196 -0.477
C 0.625 0.863 0.610
O 0.997 1.530 1.543
H -2.272 -0.902 -0.430
H -1.171 -0.042 -1.509
H -2.124 0.861 -0.314
H -0.842 -0.438 1.534
H 1.133 -1.446 0.892
H 1.074 0.303 -1.504
H 2.497 0.408 -0.450
*
```

Here are the natural (NBO) charges for atoms 1 to 8, given in e: C -0.62; C -0.16; N -0.56; C -0.34; C 0.55; O -0.54; H 0.22; H 0.21


Entry 9:
A cluster of 2 separate species, C4H7NO in total in a non-equilibrium geometry, computed with wB97M-V/def2-TZVPD.

As for the energy above the lowest of the compared OMol25 structures with the same formula, charge and spin: 585.6 kJ/mol. The value obtained for the total energy is -286.408617 hartree. The orbital gap (spin up / spin down) comes out at 6.27 / 8.34 eV. The value obtained for the HOMO energy (spin up / spin down) is -6.29 / -7.74 eV.

Geometry as ORCA input:
```
! wB97M-V def2-TZVPD RIJCOSX def2/J DEFGRID3
* xyz 0 1
C 1.204 0.025 0.268
C -1.629 0.291 0.126
C 2.557 0.679 -0.092
C -1.673 -1.163 -0.097
N -1.988 1.390 0.351
O 1.100 -1.190 0.162
H 2.274 1.678 -0.533
H 3.136 0.073 -0.644
H 3.077 0.884 0.745
H -2.425 -1.519 0.558
H -0.608 -1.450 -0.238
H -1.977 -1.362 -1.204
H -3.048 1.664 0.598
*
```

Here are the natural (NBO) charges for atoms 1 to 8, given in e: C 0.46; C 0.42; C -0.72; C -0.78; N -0.62; O -0.58; H 0.23; H 0.22


Entry 10:
The molecule C4H7NO, computed with wB97M-V/def2-TZVPD.

As for the energy above the lowest of the compared OMol25 structures with the same formula, charge and spin: 205.8 kJ/mol. The value obtained for the total energy is -286.553251 hartree. Its SMILES is [H]/N=C1\O[C@H]1CC. The orbital gap comes out at 11.45 eV. The value obtained for the HOMO energy is -10.37 eV.

Geometry as ORCA input:
```
! wB97M-V def2-TZVPD RIJCOSX def2/J DEFGRID3
* xyz 0 1
H 3.092 0.843 -0.768
N 2.420 0.099 -0.579
C 1.532 0.486 0.215
O 1.107 1.558 0.903
C 0.293 0.297 0.909
C -0.996 0.322 0.129
C -1.208 -1.021 -0.577
H 0.298 -0.189 1.885
H -1.841 0.562 0.785
H -0.915 1.125 -0.613
H -0.308 -1.304 -1.134
H -2.038 -0.955 -1.286
H -1.435 -1.824 0.132
*
```

Here are the natural (NBO) charges for atoms 1 to 8, given in e: H 0.35; N -0.68; C 0.54; O -0.47; C 0.02; C -0.43; C -0.61; H 0.20


Entry 11:
The molecule C4H7NO, computed with wB97M-V/def2-TZVPD.

As for the energy above the lowest of the compared OMol25 structures with the same formula, charge and spin: 483.8 kJ/mol. The value obtained for the total energy is -286.447374 hartree. The orbital gap comes out at 8.28 eV. The value obtained for the HOMO energy is -7.78 eV.

Geometry as ORCA input:
```
! wB97M-V def2-TZVPD RIJCOSX def2/J DEFGRID3
* xyz 0 1
O -1.159 -1.509 -0.585
C 0.086 -1.017 -0.146
C 0.889 0.043 -0.951
C 1.127 0.909 0.356
N -0.459 1.219 0.628
C 0.146 -0.062 1.013
H -1.793 -0.780 -0.524
H 0.700 -1.894 0.075
H 0.334 0.525 -1.767
H 1.822 -0.337 -1.380
H -1.020 1.373 -0.194
H -0.716 1.817 1.402
H 0.043 -0.286 2.073
*
```

Here are the natural (NBO) charges for atoms 1 to 8, given in e: O -0.70; C 0.07; C -0.51; C -0.15; N -0.64; C -0.16; H 0.45; H 0.19


Entry 12:
A structure of composition C4H7NO in a non-equilibrium geometry, computed with wB97M-V/def2-TZVPD.

As for the energy above the lowest of the compared OMol25 structures with the same formula, charge and spin: 424.5 kJ/mol. The value obtained for the total energy is -286.469978 hartree. The orbital gap comes out at 8.92 eV. The value obtained for the HOMO energy is -8.36 eV.

Geometry as ORCA input:
```
! wB97M-V def2-TZVPD RIJCOSX def2/J DEFGRID3
* xyz 0 1
O 1.807 0.706 0.462
C 0.799 0.316 -0.431
C 0.277 -1.128 -0.264
C -1.104 -0.754 0.301
N -1.137 0.204 1.151
C -0.526 1.017 -0.071
H 1.394 0.656 1.337
H 1.182 0.505 -1.440
H 0.823 -1.699 0.503
H 0.261 -1.720 -1.179
H -2.028 -1.213 -0.058
H -0.529 1.850 0.594
H -1.219 1.260 -0.906
*
```

Here are the natural (NBO) charges for atoms 1 to 8, given in e: O -0.70; C 0.08; C -0.52; C 0.25; N -0.56; C -0.30; H 0.47; H 0.19